# CH6N2O

A 2-piece molecular cluster, CH6N2O overall (ωB97M-V with the def2-TZVPD basis set, OMol25).

Output
Multiplicity: 1
HOMO level: -8.62 eV
Gap between HOMO and LUMO: 9.22 eV
SMILES string: [H]/N=C/N.O

```
10
CH6N2O | OMol25 | ωB97M-V with the def2-TZVPD basis set
O 3.89366 -1.15381 -3.72765
H 3.65560 -0.28605 -3.31011
N -2.06989 1.60630 1.75966
C -1.56953 0.33965 1.05473
N -1.07271 -0.73950 1.72848
H -2.47993 1.48435 2.66852
H -2.07644 2.47124 1.23968
H -1.75510 0.17539 0.01311
H -1.72185 -1.52826 1.60347
H 4.64378 -1.19168 -3.13881
```

***

# CH6N2O

A 2-piece molecular cluster, CH6N2O overall (ωB97M-V with the def2-TZVPD basis set, OMol25).

Output
Multiplicity: 1
HOMO level: -9.16 eV
Gap between HOMO and LUMO: 10.26 eV
SMILES string: [H]/N=C/N.O

```
10
CH6N2O | OMol25 | ωB97M-V with the def2-TZVPD basis set
N -0.53390 -0.29023 -1.06448
C -1.20843 0.27211 -0.03036
N -0.57778 0.54759 1.04162
H 0.43072 -0.50714 -0.82740
H -0.92803 -0.59552 -1.93032
H -2.27052 0.42935 -0.22395
H -1.13649 0.95886 1.73106
H 1.62315 0.29130 0.73720
H 2.43057 -0.96025 0.50155
O 2.17072 -0.14606 0.06509
```

***

# CH6N2O

CH6N2O as an isolated structure (ωB97M-V with the def2-TZVPD basis set, OMol25).

Output
Multiplicity: 1
HOMO level (alpha / beta): -9.11 / -9.11 eV
Gap between HOMO and LUMO (alpha / beta): 8.73 / 8.73 eV

```
10
CH6N2O | OMol25 | ωB97M-V with the def2-TZVPD basis set
C -0.93331 0.15316 -0.06308
N -0.00992 0.86424 -0.71090
N 1.38289 -0.23231 0.77512
O -1.63123 -0.78968 -0.80168
H -1.30135 -0.74797 -1.71040
H 0.26229 1.69653 -0.19606
H 1.55434 -0.81772 -0.04533
H 0.00756 -0.46268 0.80163
H -1.59898 0.65093 0.65258
H 2.26770 -0.31450 1.29813
```

***

# CH6N2O2

A 2-piece molecular cluster, CH6N2O2 overall (ωB97M-V with the def2-TZVPD basis set, OMol25).

Output
Multiplicity: 1
HOMO level: -9.84 eV
Gap between HOMO and LUMO: 10.50 eV
SMILES string: NC(N)=O.O

```
11
CH6N2O2 | OMol25 | ωB97M-V with the def2-TZVPD basis set
N 0.83904 -2.06225 0.84375
C 0.77334 -0.98157 1.65985
N -0.51012 -0.54710 2.00580
O 1.75667 -0.27101 1.81123
H 1.80091 -2.31200 0.65106
H 0.14076 -2.70128 0.51609
H -1.17708 -1.18335 2.40128
H -0.80760 0.39851 1.98584
H -0.37300 2.93928 -3.50165
H -1.55801 3.10392 -4.42323
O -0.88491 3.61685 -3.95003
```

***

# CH6N2P

A 2-piece molecular cluster, CH6N2P overall (ωB97M-V with the def2-TZVPD basis set, OMol25).

Output
Multiplicity: 1
HOMO level: -13.86 eV
Gap between HOMO and LUMO: 9.82 eV
Total charge: +1

```
10
CH6N2P | OMol25 | ωB97M-V with the def2-TZVPD basis set
C 0.87861 -1.30098 1.67345
N 1.49134 -1.90953 2.63940
N 0.52444 -0.68967 0.78948
P -0.76299 1.28921 -1.51847
H 1.00958 -2.71033 2.89113
H 0.02606 0.82311 -0.48500
H -0.56336 2.15361 -2.56372
H -1.94794 1.68236 -0.83146
H 2.28065 -1.82911 3.17610
H -0.99858 0.23365 -2.22858
```

***

# CH6N2S

A 2-piece molecular cluster, CH6N2S overall (ωB97M-V with the def2-TZVPD basis set, OMol25).

Output
Multiplicity: 1
HOMO level: -6.04 eV
Gap between HOMO and LUMO: 5.61 eV

```
10
CH6N2S | OMol25 | ωB97M-V with the def2-TZVPD basis set
S -0.70706 -2.67994 0.20623
H -0.51091 -4.00858 -0.15307
N 1.06613 1.33958 0.53229
C 0.35253 0.78697 -0.42791
N -0.94097 0.55210 -0.33825
H 0.64138 1.59429 1.35189
H 2.03886 1.17600 0.65586
H 0.88285 0.62030 -1.40379
H -1.44101 0.03830 -1.04062
H -1.38181 0.58098 0.61738
```

***

# CH6N2S

A 2-piece molecular cluster, CH6N2S overall (ωB97M-V with the def2-TZVPD basis set, OMol25).

Output
Multiplicity: 1
HOMO level (alpha / beta): -8.10 / -8.10 eV
Gap between HOMO and LUMO (alpha / beta): 6.48 / 6.48 eV

```
10
CH6N2S | OMol25 | ωB97M-V with the def2-TZVPD basis set
C 1.64525 0.16335 0.22662
N -2.63093 -0.70949 -0.16906
N 0.43886 0.33387 -0.50930
S -0.75468 1.34435 0.08672
H 2.40205 0.86999 -0.14431
H 1.53987 0.23557 1.30295
H 2.05180 -0.76991 -0.03054
H -3.10036 -0.43547 0.72399
H -1.84160 -1.38041 0.00495
H 0.24975 0.34814 -1.49202
```

***

# CH6N2S2

A 2-piece molecular cluster, CH6N2S2 overall (ωB97M-V with the def2-TZVPD basis set, OMol25).

Output
Multiplicity: 2
HOMO level (alpha / beta): -0.11 / -3.74 eV
Gap between HOMO and LUMO (alpha / beta): 3.72 / 7.33 eV
Total charge: -1
Expectation value of S²: 0.754

```
11
CH6N2S2 | OMol25 | ωB97M-V with the def2-TZVPD basis set
S -1.39569 0.52237 0.13719
S -0.22611 1.87364 -1.21136
H -0.97057 -0.61274 -0.43866
H -1.26988 2.07182 -2.00214
N 1.41870 -0.86797 1.69463
C 1.52101 -1.74061 0.67814
N 0.61199 -2.46803 0.16890
H 2.20599 -0.27816 1.81583
H 0.60955 -0.62903 2.24066
H 2.46499 -1.71671 0.11630
H 0.97171 -3.01482 -0.59976
```

***

# CH6N2S2

A 2-piece molecular cluster, CH6N2S2 overall (ωB97M-V with the def2-TZVPD basis set, OMol25).

Output
Multiplicity: 1
HOMO level: -8.50 eV
Gap between HOMO and LUMO: 8.80 eV
SMILES string: [H]/N=C/N.SS

```
11
CH6N2S2 | OMol25 | ωB97M-V with the def2-TZVPD basis set
S -1.37829 -1.39148 0.13636
S 0.30850 -1.59032 -1.04741
H -0.90863 -2.02868 1.21280
H -0.33999 -1.12347 -2.12466
N -0.30709 2.43105 0.21837
C 1.04488 2.40216 0.47474
N 1.56967 1.56460 1.27650
H -0.51624 2.48198 -0.76598
H -0.89870 1.76084 0.68425
H 1.59750 3.27573 0.12563
H 2.56665 1.50667 1.08497
```

***

# CH6N3

A 2-piece molecular cluster, CH6N3 overall (ωB97M-V with the def2-TZVPD basis set, OMol25).

Output
Multiplicity: 1
HOMO level: -14.98 eV
Gap between HOMO and LUMO: 9.15 eV
Total charge: +1

```
10
CH6N3 | OMol25 | ωB97M-V with the def2-TZVPD basis set
C 0.17836 -0.98121 -1.14525
N 0.05655 0.41604 -1.60704
N 0.77505 0.18016 -0.58290
N 0.16843 0.64126 1.20006
H -0.44881 -1.48155 -0.47976
H 0.68596 -1.68376 -1.80964
H -0.79416 1.03515 -1.62471
H 0.47366 -0.17082 1.50555
H -0.84729 0.71062 1.19270
H 0.62209 1.44010 1.64035
```

***

# CH6N3

An isolated ion of composition CH6N3 and charge +1 (ωB97M-V with the def2-TZVPD basis set, OMol25).

Output
Multiplicity: 1
HOMO level: -15.92 eV
Gap between HOMO and LUMO: 10.94 eV
Total charge: +1
SMILES string: NC(N)=[NH2+]

```
10
CH6N3 | OMol25 | ωB97M-V with the def2-TZVPD basis set
N 0.31354 1.30761 -0.06017
C -0.07695 0.00969 0.07390
N -0.96696 -0.60018 -0.85585
N 0.73557 -0.83696 0.83980
H -0.19820 1.91027 -0.70740
H 0.71164 1.80122 0.71504
H -0.43920 -1.03624 -1.71122
H -1.90005 -0.18553 -1.11871
H 0.20737 -1.29594 1.62021
H 1.50511 -0.34514 1.29225
```

***

# CH6N3O

A 2-piece molecular cluster, CH6N3O overall (ωB97M-V with the def2-TZVPD basis set, OMol25).

Output
Multiplicity: 1
HOMO level (alpha / beta): -13.63 / -13.63 eV
Gap between HOMO and LUMO (alpha / beta): 8.91 / 8.91 eV
Total charge: +1

```
11
CH6N3O | OMol25 | ωB97M-V with the def2-TZVPD basis set
C 0.05513 0.76476 -0.38245
N 1.25342 -1.28079 -1.45667
N -0.17507 0.82722 0.88338
N -1.10603 0.04263 1.51074
O 0.67905 -1.22811 -2.51881
H 0.85286 1.16011 -1.08149
H -0.89698 0.28592 -0.82153
H 0.41386 1.25699 1.62360
H 2.09821 -1.89033 -1.27788
H -1.82314 -0.49017 1.13084
H -1.35131 0.55177 2.39024
```

***

Number 1: calculated total energy -226.3527 Eh. Number 2: calculated total energy -226.4525 Eh. Number 3: calculated total energy -226.2934 Eh. Number 4: calculated total energy -301.7076 Eh. Number 5: calculated total energy -492.2126 Eh. Number 6: calculated total energy -549.3187 Eh. Number 7: calculated total energy -549.2386 Eh. Number 8: calculated total energy -947.5634 Eh. Number 9: calculated total energy -947.5473 Eh. Number 10: calculated total energy -205.5345 Eh. Number 11: calculated total energy -205.7147 Eh. Number 12: calculated total energy -280.7614 Eh.